*w*
Density functional theory data (ωB97M-V/def2-TZVPD) for H8O4 as an isolated structure.

Each line ends with the natural charge from an NBO analysis.
Positions of all 12 atoms, in Å:
1 O 0.96 -1.63 -1.56  -0.670
2 H -1.21 0.02 0.85  0.476
3 H 0.41 -2.09 -0.91  0.483
4 H 0.58 -0.54 -1.63  0.434
5 O -0.99 1.07 1.88  -0.662
6 H -1.56 1.73 2.30  0.454
7 O 0.39 0.63 -1.55  -0.759
8 H 1.58 0.23 1.37  0.000
9 H 0.86 1.11 -2.23  0.482
10 O -1.16 -0.66 0.11  -0.738
11 H -0.91 0.00 -0.55  0.492
12 H 1.05 0.13 1.91  0.008

Output
Gap between HOMO and LUMO   3.981 eV
M   72.060 u

=====

*x*
Density functional theory data (ωB97M-V/def2-TZVPD) for a 4-piece molecular cluster, H8O4 overall.

Each line ends with the natural charge from an NBO analysis.
Positions of all 12 atoms, in Å:
1 O 5.92 -1.02 -8.25  -0.946
2 H 5.70 -1.40 -9.11  0.470
3 H 6.63 -0.40 -8.42  0.482
4 O 3.13 -1.85 -8.51  -0.964
5 H 3.89 -1.27 -8.33  0.492
6 H 2.41 -1.25 -8.73  0.476
7 O -1.21 -2.44 -8.78  -0.934
8 H -1.41 -3.33 -9.09  0.471
9 H -0.38 -2.22 -9.21  0.464
10 O 4.38 -3.91 -10.15  -0.957
11 H 3.95 -3.30 -9.53  0.492
12 H 4.94 -3.36 -10.72  0.454

Output
SMILES   O.O.O.O
Gap between HOMO and LUMO   11.447 eV
M   72.060 u

=====

Verdict on stability: *x* comes out on top.

=====

*w*
Density functional theory data (ωB97M-V/def2-TZVPD) for a 4-piece molecular cluster, H8O4 overall.

Each line ends with the natural charge from an NBO analysis.
Positions of all 12 atoms, in Å:
1 O -2.86 -0.23 -2.33  -0.948
2 H -3.46 -0.82 -1.88  0.463
3 H -2.44 0.27 -1.63  0.482
4 O -1.73 0.11 0.31  -0.948
5 H -0.84 0.43 0.17  0.478
6 H -1.66 -0.47 1.07  0.475
7 O 2.24 -0.77 -0.65  -0.960
8 H 1.90 -0.21 0.04  0.478
9 H 3.19 -0.75 -0.53  0.460
10 O 1.79 0.88 1.43  -0.945
11 H 2.53 1.24 1.92  0.488
12 H 1.34 0.32 2.07  0.478

Output
SMILES   O.O.O.O
Gap between HOMO and LUMO   10.742 eV
M   72.060 u

=====

*x*
Density functional theory data (ωB97M-V/def2-TZVPD) for a 4-piece molecular cluster, H8O4 overall.

Each line ends with the natural charge from an NBO analysis.
Positions of all 12 atoms, in Å:
1 O 3.21 -12.74 17.94  -0.993
2 H 3.04 -13.64 18.28  0.494
3 H 3.40 -12.21 18.73  0.483
4 O 2.59 -12.60 20.83  -0.945
5 H 1.64 -12.41 20.78  0.475
6 H 2.64 -13.56 20.82  0.472
7 O 4.69 -11.65 15.49  -0.961
8 H 4.38 -12.14 16.27  0.495
9 H 4.70 -10.73 15.77  0.460
10 O 2.74 -15.33 18.79  -0.952
11 H 1.97 -15.71 19.22  0.484
12 H 3.46 -15.93 18.99  0.488

Output
SMILES   O.O.O.O
Gap between HOMO and LUMO   10.580 eV
M   72.060 u

=====

Verdict on stability: *x* comes out on top.

=====

*w*
Density functional theory data (ωB97M-V/def2-TZVPD) for a 4-piece molecular cluster, H8O4 overall.

Each line ends with the natural charge from an NBO analysis.
Positions of all 12 atoms, in Å:
1 O -1.26 -0.80 2.55  -0.949
2 H -0.98 -0.29 1.81  0.480
3 H -0.66 -1.52 2.71  0.467
4 O 1.44 -0.71 -1.52  -0.935
5 H 1.78 -1.37 -2.07  0.474
6 H 1.36 -1.15 -0.65  0.472
7 O -1.11 -0.01 -0.56  -0.958
8 H -0.44 -0.27 -1.15  0.484
9 H -1.46 -0.89 -0.37  0.465
10 O 0.75 2.57 -0.30  -0.952
11 H 0.01 2.40 -0.95  0.480
12 H 0.57 2.04 0.51  0.472

Output
SMILES   O.O.O.O
Gap between HOMO and LUMO   11.158 eV
M   72.060 u

=====

*x*
Density functional theory data (ωB97M-V/def2-TZVPD) for H8O4 as an isolated structure.

Each line ends with the natural charge from an NBO analysis.
Positions of all 12 atoms, in Å:
1 H 2.00 0.06 -1.66  0.483
2 H 1.06 0.96 -0.75  0.518
3 H -0.41 -0.80 -1.20  0.473
4 H -1.61 0.36 -1.14  0.472
5 H -1.02 -0.96 0.45  0.509
6 H -1.94 -0.56 2.50  0.401
7 H 0.57 0.30 1.52  0.504
8 H 1.42 1.59 1.95  0.470
9 O 0.80 0.32 -1.53  -0.991
10 O -1.27 -1.07 -1.12  -0.887
11 O -0.91 -0.16 1.18  -0.952
12 O 1.37 0.79 1.26  -1.000

Output
Gap between HOMO and LUMO   9.243 eV
M   72.060 u

=====

Verdict on stability: *w* comes out on top.

=====

*w*
Density functional theory data (ωB97M-V/def2-TZVPD) for a 4-piece molecular cluster, H8O4 overall.

Each line ends with the natural charge from an NBO analysis.
Positions of all 12 atoms, in Å:
1 O -0.34 0.84 0.37  -0.920
2 H -0.06 0.92 -0.48  0.455
3 H 0.39 0.89 0.97  0.467
4 O -3.82 -1.63 -0.11  -0.918
5 H -3.51 -2.36 -0.62  0.457
6 H -3.77 -2.10 0.75  0.461
7 O 3.95 -1.61 -0.03  -0.947
8 H 3.05 -1.72 -0.49  0.476
9 H 4.32 -2.48 0.11  0.471
10 O 0.21 2.53 -0.21  -0.931
11 H -0.53 2.51 -0.77  0.459
12 H 0.01 3.31 0.31  0.469

Output
SMILES   O.O.O.O
Gap between HOMO and LUMO   9.191 eV
M   72.060 u

=====

*x*
Density functional theory data (ωB97M-V/def2-TZVPD) for a 4-piece molecular cluster, H8O4 overall.

Each line ends with the natural charge from an NBO analysis.
Positions of all 12 atoms, in Å:
1 O -10.99 8.20 10.47  -0.963
2 H -11.08 7.42 9.92  0.480
3 H -10.19 8.64 10.14  0.477
4 O -8.74 8.95 8.22  -0.976
5 H -8.13 8.20 8.21  0.476
6 H -8.41 9.55 8.89  0.503
7 O -11.13 7.51 7.32  -0.961
8 H -10.58 7.21 6.59  0.464
9 H -10.59 8.18 7.76  0.490
10 O -9.22 10.66 10.40  -0.967
11 H -9.15 10.64 11.37  0.487
12 H -10.14 10.92 10.23  0.490

Output
SMILES   O.O.O.O
Gap between HOMO and LUMO   11.644 eV
M   72.060 u

=====

Verdict on stability: *x* comes out on top.

=====

*w*
Density functional theory data (ωB97M-V/def2-TZVPD) for a 2-piece molecular cluster, C5H11N4O overall.

Each line ends with the natural charge from an NBO analysis.
Positions of all 21 atoms, in Å:
1 C 0.14 3.18 1.43  0.204
2 C 0.30 1.25 2.66  0.780
3 C -0.58 2.62 0.27  -0.498
4 C 0.14 0.92 0.23  0.561
5 C -0.55 -2.97 -2.05  -0.416
6 N 0.41 2.61 2.54  -0.437
7 N 0.57 0.52 1.39  -0.646
8 N 0.21 0.22 -0.86  -0.832
9 N 0.25 -2.58 -0.82  -0.801
10 O 0.22 0.57 3.62  -0.470
11 H 0.38 4.27 1.13  0.215
12 H -1.64 2.36 0.30  0.274
13 H -0.33 3.00 -0.69  0.241
14 H -0.16 -4.01 -2.34  0.229
15 H -1.64 -2.78 -1.84  0.242
16 H -0.13 -2.30 -2.79  0.216
17 H 0.98 -0.36 1.40  0.410
18 H 0.31 -1.33 -0.93  0.462
19 H 0.13 0.80 -1.71  0.396
20 H 1.12 -3.14 -1.10  0.435
21 H -0.13 -2.83 0.17  0.436

Output
Net charge   +1
Gap between HOMO and LUMO   10.148 eV
M   143.170 u

=====

*x*
Density functional theory data (ωB97M-V/def2-TZVPD) for an isolated ion of composition C5H11N4O and charge +1.

Each line ends with the natural charge from an NBO analysis.
Positions of all 21 atoms, in Å:
1 C -1.35 0.76 -3.28  -0.640
2 C -0.99 0.54 -1.66  -0.452
3 C -0.77 -1.06 -1.36  -0.111
4 O -0.36 -1.39 0.01  -0.348
5 N -0.68 -0.43 0.89  -0.275
6 C 0.32 -0.10 1.81  0.563
7 N 0.21 0.92 2.94  -0.429
8 C 1.62 0.79 3.54  0.243
9 N 2.47 -0.24 2.83  -0.385
10 N 1.71 -0.76 1.78  -0.416
11 H -1.22 1.89 -3.59  0.244
12 H -0.68 0.11 -3.99  0.224
13 H -2.48 0.47 -3.53  0.232
14 H -1.99 0.85 -1.09  0.202
15 H -0.14 1.24 -1.28  0.230
16 H -1.70 -1.67 -1.73  0.219
17 H 0.13 -1.40 -2.07  0.214
18 H -1.60 0.04 1.01  0.442
19 H 2.00 1.43 4.47  0.291
20 H 3.44 -0.46 3.16  0.475
21 H 2.06 -1.52 1.13  0.477

Output
SMILES   CCCONc1nc[nH][nH+]1
Net charge   +1
Gap between HOMO and LUMO   9.034 eV
M   143.170 u

=====

Verdict on stability: *w* comes out on top.

=====

*w*
Density functional theory data (ωB97M-V/def2-TZVPD) for one molecule with the formula C5H10NP.

Each line ends with the natural charge from an NBO analysis.
Positions of all 17 atoms, in Å:
1 C -1.84 -0.90 -1.51  -0.621
2 C -0.79 0.22 -1.13  -0.072
3 C 0.27 -0.42 -0.20  -0.425
4 C 0.86 0.65 0.75  -0.575
5 C 1.66 0.26 2.01  -0.619
6 P -0.50 1.98 0.63  1.014
7 N -1.33 1.41 -0.54  -0.836
8 H -2.50 -1.01 -0.63  0.214
9 H -1.16 -1.77 -1.80  0.219
10 H -2.51 -0.41 -2.24  0.223
11 H -0.33 0.56 -1.99  0.190
12 H -0.27 -1.19 0.30  0.202
13 H 1.07 -0.90 -0.79  0.214
14 H 1.73 1.13 0.13  0.219
15 H 2.80 0.23 1.66  0.217
16 H 1.41 -0.74 2.47  0.216
17 H 1.42 0.90 2.88  0.222

Output
SMILES   C[C@@H]1C[C@H](C)P=N1
Gap between HOMO and LUMO   9.474 eV
M   115.116 u

=====

*x*
Density functional theory data (ωB97M-V/def2-TZVPD) for one molecule with the formula C5H10NP.

Each line ends with the natural charge from an NBO analysis.
Positions of all 17 atoms, in Å:
1 C -2.44 -0.88 -0.68  -0.408
2 C -1.74 -0.77 0.48  -0.166
3 C -1.22 0.54 0.91  -0.491
4 C -0.38 1.26 -0.06  -0.226
5 N 1.01 0.84 -0.23  -0.857
6 P 1.68 -0.34 0.53  0.984
7 C 3.30 -0.45 -0.33  -0.991
8 H -2.93 -1.79 -0.89  0.202
9 H -2.39 -0.13 -1.32  0.176
10 H -1.60 -1.75 1.17  0.212
11 H -2.24 1.22 1.04  0.219
12 H -0.80 0.51 1.90  0.224
13 H -0.82 0.98 -1.13  0.200
14 H -0.41 2.30 0.10  0.209
15 H 3.71 0.48 -0.71  0.248
16 H 3.17 -1.09 -1.17  0.240
17 H 4.10 -0.93 0.39  0.225

Output
SMILES   C=CCC/N=P/C
Gap between HOMO and LUMO   8.812 eV
M   115.116 u

=====

*y*
Density functional theory data (ωB97M-V/def2-TZVPD) for one molecule with the formula C5H10NP.

Each line ends with the natural charge from an NBO analysis.
Positions of all 17 atoms, in Å:
1 C -0.11 0.29 -0.19  -0.511
2 C 0.22 0.47 1.39  -0.036
3 C 1.02 0.25 -1.08  -0.265
4 C -0.91 -0.11 2.28  -0.632
5 C 0.86 -0.59 -2.32  -0.667
6 N 1.47 -0.16 1.87  -0.855
7 P 2.53 -0.85 0.95  0.824
8 H -0.58 -0.70 -0.24  0.197
9 H -0.96 0.94 -0.14  0.227
10 H 0.27 1.66 1.38  0.204
11 H 1.74 1.14 -1.20  0.206
12 H -0.96 -1.20 2.47  0.223
13 H -1.81 0.17 1.70  0.209
14 H -0.70 0.29 3.32  0.231
15 H 0.15 -0.07 -3.13  0.208
16 H 0.65 -1.68 -2.00  0.218
17 H 1.76 -0.78 -2.96  0.220

Output
Gap between HOMO and LUMO (spin up / spin down)   7.308 / 7.222 eV
M   115.116 u

=====

*z*
Density functional theory data (ωB97M-V/def2-TZVPD) for one molecule with the formula C5H10NP.

Each line ends with the natural charge from an NBO analysis.
Positions of all 17 atoms, in Å:
1 C -2.02 1.28 0.45  -0.596
2 C -0.86 0.98 -0.51  -0.127
3 C -0.20 -0.30 -0.27  -0.413
4 C 1.32 -0.09 -0.76  -0.553
5 C 2.27 -0.89 0.13  -0.602
6 P 1.57 1.74 -0.48  0.965
7 N 0.02 2.08 -0.39  -0.785
8 H -1.65 1.64 1.45  0.215
9 H -2.66 0.49 0.54  0.198
10 H -2.67 2.19 0.17  0.218
11 H -1.19 1.09 -1.50  0.207
12 H -0.27 -0.62 0.76  0.212
13 H -0.60 -1.22 -0.79  0.225
14 H 1.55 -0.28 -1.80  0.221
15 H 3.26 -0.99 -0.21  0.212
16 H 1.85 -1.78 0.47  0.210
17 H 2.34 -0.24 0.99  0.193

Output
SMILES   C[C@@H]1C[C@H](C)P=N1
Gap between HOMO and LUMO   9.443 eV
M   115.116 u

=====

Verdict on stability: *z* comes out on top.